No. 1
{
  "formula": "C28H36Br2IrN2O2S2Si",
  "method": "ωB97M-V/def2-TZVPD",
  "gap_ha": 0.2423,
  "charge": -1,
  "e_above_lowest_kcal_mol": 0.0,
  "max_force_ev_per_a": 1.1,
  "e_tot_ev": -209173.295,
  "homo_energy_ev": -4.53,
  "elements": ["Ir", "S", "C", "C", "C", "C", "N", "C", "C", "C", "S", "C", "N", "H", "H", "C", "C", "O", "O", "H", "H", "H", "Br", "C", "C", "C", "C", "C", "C", "H", "H", "H", "H", "C", "C", "C", "C", "Si", "Br", "C", "C", "C", "C", "C", "C", "C", "C", "H", "H", "H", "H", "H", "H", "H", "H", "H", "H", "H", "H", "H", "H", "H", "H", "H", "H", "H", "H", "H", "H", "H", "H", "H", "H", "H"],
  "positions_angstrom": [[-0.27034, 0.64347, 0.14786], [-1.69533, -1.10494, -0.11767], [-3.13966, -0.47068, 0.63090], [-4.19349, -1.33477, 0.92662], [-5.36827, -0.86853, 1.49729], [-6.41845, -1.79483, 1.79808], [-7.26342, -2.53921, 2.03149], [-5.51085, 0.50061, 1.77752], [-4.47128, 1.37002, 1.47676], [-3.28577, 0.90989, 0.91216], [-2.01908, 2.04849, 0.50293], [-6.70965, 1.01313, 2.36827], [-7.66366, 1.44708, 2.84236], [-4.09352, -2.39062, 0.71125], [-4.58666, 2.42491, 1.68884], [1.36867, 1.24396, 3.89317], [0.90136, 0.96538, 2.48749], [1.02854, 1.86651, 1.61170], [0.36061, -0.15119, 2.21174], [2.07396, 2.07136, 3.91024], [1.80952, 0.34642, 4.32513], [0.49693, 1.50973, 4.49326], [0.20900, 1.17552, -6.53505], [-0.00363, 1.06469, -4.64260], [1.08329, 1.29313, -3.81855], [0.90560, 1.21304, -2.44512], [-0.32429, 0.87390, -1.85727], [-1.39815, 0.68390, -2.73173], [-1.24533, 0.77492, -4.10876], [2.05044, 1.54272, -4.23658], [1.75725, 1.42326, -1.80456], [-2.37943, 0.46053, -2.33333], [-2.09316, 0.61883, -4.76295], [5.76281, -3.10368, 0.42010], [5.77740, -1.74107, 1.12841], [5.00598, -1.92869, 2.44485], [7.23470, -1.39517, 1.47347], [4.98713, -0.39586, -0.00058], [2.77466, -0.84230, 0.06381], [5.17210, 1.39011, 0.67883], [4.98016, 1.40980, 2.20225], [6.56402, 1.96392, 0.36665], [4.11313, 2.34323, 0.10036], [5.49354, -0.56304, -1.85153], [5.00762, 0.65542, -2.65100], [4.85595, -1.79092, -2.52267], [7.01820, -0.66472, -2.01372], [6.09897, -3.87168, 1.12488], [6.43496, -3.13527, -0.43744], [4.76094, -3.37820, 0.08463], [5.46567, -2.75490, 2.99834], [3.96066, -2.18409, 2.27209], [5.03492, -1.05042, 3.08566], [7.66547, -2.21023, 2.06585], [7.31071, -0.48697, 2.07257], [7.86091, -1.26861, 0.58876], [5.76967, 0.87954, 2.73510], [4.01636, 0.98744, 2.49266], [4.99768, 2.45074, 2.54229], [7.37572, 1.34735, 0.75864], [6.65095, 2.95244, 0.83059], [6.72781, 2.09579, -0.70324], [3.09882, 2.02931, 0.34456], [4.19140, 2.46552, -0.97832], [4.26035, 3.33102, 0.55115], [3.93002, 0.80038, -2.55290], [5.22099, 0.48637, -3.71178], [5.50700, 1.57939, -2.36144], [3.76992, -1.78491, -2.43228], [5.22541, -2.73415, -2.12547], [5.09950, -1.76645, -3.59021], [7.54834, 0.18120, -1.57245], [7.26228, -0.68387, -3.08157], [7.41818, -1.58020, -1.57610]],
  "lowdin_charge": [0.753, 0.646, -0.634, -0.065, -0.203, -0.190, 0.149, -0.203, -0.067, -0.635, 0.666, -0.192, 0.148, 0.115, 0.115, -0.005, -0.762, -0.162, -0.175, 0.073, 0.080, 0.086, 0.664, -0.707, -0.155, -0.143, -0.390, -0.152, -0.144, 0.088, 0.053, 0.072, 0.095, -0.108, -0.628, -0.116, -0.092, 0.473, 0.621, -0.617, -0.097, -0.091, -0.105, -0.621, -0.100, -0.115, -0.092, 0.085, 0.061, 0.076, 0.084, 0.051, 0.059, 0.086, 0.062, 0.066, 0.062, 0.067, 0.090, 0.067, 0.087, 0.062, 0.033, 0.060, 0.091, 0.058, 0.089, 0.063, 0.049, 0.059, 0.085, 0.067, 0.087, 0.061]
}

No. 2
{
  "formula": "C28H36CsGeN2O8",
  "method": "ωB97M-V/def2-TZVPD",
  "gap_ha": 0.1770,
  "charge": -1,
  "e_above_lowest_kcal_mol": 70.8,
  "max_force_ev_per_a": 3.2,
  "e_tot_ev": -106043.890,
  "homo_energy_ev": -3.31,
  "elements": ["Cs", "C", "C", "C", "C", "C", "C", "H", "H", "H", "H", "H", "H", "O", "C", "C", "O", "C", "C", "O", "C", "O", "O", "C", "C", "O", "H", "H", "H", "O", "C", "N", "C", "O", "C", "C", "C", "C", "N", "C", "H", "H", "H", "H", "H", "H", "H", "H", "C", "C", "C", "C", "Ge", "C", "C", "C", "C", "H", "H", "H", "H", "H", "H", "H", "H", "H", "H", "H", "H", "H", "H", "H", "H", "H", "H", "H"],
  "positions_angstrom": [[0.04690, 0.14260, 0.37170], [-3.26930, -1.71970, 1.26080], [-2.75320, -2.88470, 0.71640], [-2.61010, -3.00250, -0.65660], [-2.97360, -1.95290, -1.48400], [-3.49170, -0.78910, -0.93910], [-3.64350, -0.67460, 0.43250], [-3.38340, -1.62470, 2.33010], [-2.47300, -3.70780, 1.36210], [-2.22630, -3.92060, -1.08540], [-2.86220, -2.04460, -2.55580], [-3.78480, 0.02460, -1.58760], [-4.05720, 0.22660, 0.86020], [2.04670, 2.33750, 5.64500], [1.62670, 1.83800, 4.60700], [0.35070, 2.16020, 3.90920], [-0.28780, 3.21180, 3.98440], [0.05170, 1.02310, 3.03550], [1.23270, 0.18610, 2.95040], [1.36430, -0.81280, 2.18470], [2.27310, 0.76400, 3.79990], [3.47320, 0.46640, 3.79320], [-1.01150, 0.85320, 2.38210], [3.08420, -0.93480, -2.63870], [2.10400, -1.43050, -1.61270], [0.97980, -0.97660, -1.55540], [2.83970, 0.07410, -2.97110], [3.03570, -1.61240, -3.49150], [4.09670, -0.96430, -2.24490], [1.91680, 3.24960, -7.37140], [1.07010, 2.13650, -7.27130], [0.40270, 2.03900, -5.99930], [-0.67820, 2.85930, -5.74480], [-1.14240, 3.56450, -6.63440], [-1.22250, 2.82920, -4.38220], [-2.17930, 3.79740, -4.02630], [-2.65730, 3.84190, -2.73580], [-2.17800, 2.90870, -1.81980], [-1.31250, 1.95340, -2.15210], [-0.85970, 1.90940, -3.38710], [1.36280, 4.03430, -7.27620], [1.69720, 1.25290, -7.41870], [0.28660, 2.18000, -8.04040], [0.94000, 1.69030, -5.22280], [-2.51270, 4.49260, -4.78330], [-3.37970, 4.58600, -2.42970], [-2.50300, 2.91210, -0.78830], [-0.19730, 1.07850, -3.59380], [7.08750, -4.81320, -0.18900], [6.20050, -3.57370, -0.27110], [5.32010, -3.39700, 0.96610], [4.23340, -2.34450, 0.76660], [2.71670, -2.92590, -0.39780], [1.16370, -3.76190, 0.53410], [1.36780, -5.07260, 1.30300], [1.15410, -6.35570, 0.49850], [2.23670, -6.65690, -0.52700], [7.65360, -4.94500, -1.11010], [6.48270, -5.70630, -0.03970], [7.79130, -4.73350, 0.63710], [5.55970, -3.66760, -1.15220], [6.82310, -2.68370, -0.39950], [5.94710, -3.10430, 1.81200], [4.86420, -4.35810, 1.21710], [4.67910, -1.42800, 0.37500], [3.77460, -2.08450, 1.71960], [3.30270, -3.88800, -1.45730], [0.34930, -3.86810, -0.18560], [0.85490, -3.00240, 1.25430], [0.64330, -5.08860, 2.12530], [2.36040, -5.08950, 1.75860], [0.18750, -6.29260, -0.00740], [1.10990, -7.19080, 1.20280], [2.18930, -5.94780, -1.34830], [2.09100, -7.65660, -0.93180], [3.22370, -6.60510, -0.06940]],
  "lowdin_charge": [1.689, -0.086, -0.092, -0.106, -0.100, -0.112, -0.101, 0.111, 0.104, 0.098, 0.100, 0.095, 0.109, 0.070, -0.287, -0.312, 0.044, -0.463, -0.441, -0.355, -0.315, 0.032, -0.383, -0.065, -0.549, -0.395, 0.077, 0.084, 0.067, -0.033, -0.268, 0.086, -0.433, 0.058, -0.107, 0.004, -0.041, -0.113, 0.050, -0.084, 0.085, 0.129, 0.127, 0.123, 0.118, 0.107, 0.119, 0.108, -0.119, -0.293, -0.297, -0.282, 1.011, -0.284, -0.272, -0.277, -0.122, 0.063, 0.064, 0.069, 0.072, 0.108, 0.115, 0.091, 0.070, 0.061, -0.013, 0.056, 0.044, 0.107, 0.099, 0.101, 0.101, 0.041, 0.064, 0.068]
}

No. 3
{
  "formula": "C28H36FN6O9SScSe",
  "method": "ωB97M-V/def2-TZVPD",
  "gap_ha": [0.1170, 0.1161],
  "charge": -2,
  "e_above_lowest_kcal_mol": 442.5,
  "max_force_ev_per_a": 11.0,
  "e_tot_ev": -156574.863,
  "homo_energy_ev": [0.65, 0.68],
  "elements": ["Sc", "C", "C", "O", "C", "C", "C", "N", "N", "C", "O", "C", "C", "C", "C", "C", "C", "H", "H", "H", "H", "H", "H", "H", "H", "H", "H", "H", "H", "C", "S", "C", "O", "H", "H", "H", "H", "H", "H", "C", "N", "C", "C", "N", "C", "C", "Se", "H", "H", "H", "H", "H", "H", "H", "H", "O", "C", "C", "C", "O", "H", "H", "H", "H", "H", "H", "F", "C", "C", "N", "C", "C", "O", "O", "C", "O", "N", "C", "O", "H", "H", "H", "H"],
  "positions_angstrom": [[0.07069, -0.01102, -0.08181], [-0.04219, -4.38498, 0.94077], [-0.24131, -2.87083, 0.95268], [0.32316, -2.30946, -0.08694], [-0.67563, -2.29667, 2.29381], [-1.03118, -0.65825, 2.45498], [-2.84417, -0.22036, 1.89862], [-0.01997, 0.23127, 2.17099], [1.22467, -0.25614, 2.70256], [2.21974, -0.17356, 1.83860], [2.04989, -0.45010, 0.60892], [3.59982, -0.34837, 2.37998], [3.83811, -0.59405, 3.73146], [5.13383, -0.76244, 4.19833], [6.21328, -0.68027, 3.32369], [5.97888, -0.43160, 1.97679], [4.68116, -0.26837, 1.50773], [0.25871, -4.68109, -0.06205], [0.74580, -4.68611, 1.63633], [-0.96341, -4.91750, 1.21287], [-0.78525, -2.95838, 3.15814], [-3.62104, -0.82173, 2.37855], [-3.06572, 0.83521, 2.12681], [-3.09105, -0.28833, 0.93224], [2.99126, -0.65189, 4.40230], [5.30591, -0.95623, 5.25218], [7.22631, -0.80940, 3.68971], [6.81208, -0.36646, 1.28556], [4.48358, -0.07893, 0.45961], [-4.33560, 1.12179, -1.39548], [-2.59154, 0.74613, -1.17422], [-2.15399, 1.06007, -2.87905], [-2.03358, 1.85328, -0.29137], [-4.42311, 2.14720, -1.75511], [-4.82747, 1.01083, -0.43096], [-4.75952, 0.42009, -2.11523], [-2.67862, 0.33551, -3.50552], [-1.11978, 0.92728, -2.95445], [-2.43722, 2.07726, -3.14528], [0.30309, 6.00093, -1.15089], [-0.50114, 6.03200, 0.04146], [-1.09741, 7.13148, 0.62534], [-1.75202, 6.70407, 1.72473], [-1.56203, 5.34087, 1.81559], [-2.07420, 4.44968, 2.82257], [-0.77379, 4.89043, 0.77112], [-0.27070, 3.21118, 0.42191], [0.38181, 7.01363, -1.54999], [-0.14540, 5.34589, -1.89951], [1.29854, 5.61324, -0.92670], [-1.01962, 8.12896, 0.22902], [-2.33156, 7.27168, 2.43213], [-2.66400, 5.02642, 3.53734], [-1.25731, 3.94681, 3.34335], [-2.69980, 3.68000, 2.36589], [1.39424, 1.08539, -0.96579], [-2.01656, -2.49912, -1.13101], [-2.14229, -2.19077, 0.31103], [-3.14846, -3.00188, 1.10477], [-1.38403, -1.17767, 0.87145], [-2.70963, -3.31358, -1.36259], [-0.98647, -2.79851, -1.35359], [-2.25448, -1.67391, -1.80119], [-3.60418, -3.72362, 0.42524], [-3.96670, -2.42072, 1.53708], [-2.69618, -3.55305, 1.92330], [2.30376, -1.72222, -8.26403], [1.16253, -1.73633, -7.54763], [1.17185, -1.95850, -6.22518], [0.02634, -1.99651, -5.47876], [0.14259, -2.16589, -4.02813], [0.64334, -0.86698, -3.33781], [1.55285, -0.26872, -3.92244], [0.05590, -0.62715, -2.27228], [-1.19928, -1.74463, -6.03836], [-2.25740, -1.75373, -5.43420], [-1.16418, -1.50013, -7.40572], [-0.07150, -1.50420, -8.26075], [-0.19832, -1.33568, -9.46225], [2.09205, -2.09950, -5.67762], [0.86898, -2.95728, -3.83046], [-0.81091, -2.49133, -3.62909], [-2.06446, -1.32968, -7.82643]],
  "lowdin_charge": [0.713, -0.031, -0.469, -0.171, 0.086, -0.085, -0.001, -0.077, 0.019, -0.472, -0.129, -0.126, -0.046, -0.124, -0.142, -0.110, -0.014, 0.075, 0.075, 0.061, 0.081, 0.034, 0.051, -0.054, 0.093, 0.081, 0.078, 0.086, 0.123, -0.235, 0.845, -0.209, -0.732, 0.056, 0.046, 0.052, 0.060, 0.018, 0.068, -0.072, -0.162, -0.103, -0.104, -0.159, -0.068, -0.695, 0.939, 0.075, 0.081, 0.087, 0.095, 0.094, 0.076, 0.086, 0.076, -0.609, -0.023, -0.290, -0.020, -0.475, 0.086, 0.089, 0.058, 0.076, 0.069, 0.071, 0.063, -0.189, 0.049, 0.015, -0.024, -0.642, 0.029, -0.130, -0.462, 0.058, 0.206, -0.421, 0.051, 0.150, 0.133, 0.101, 0.158]
}

No. 4
{
  "formula": "C28H36FN6O9SScSe",
  "method": "ωB97M-V/def2-TZVPD",
  "gap_ha": 0.1940,
  "charge": -2,
  "e_above_lowest_kcal_mol": 39.0,
  "max_force_ev_per_a": 0.6,
  "e_tot_ev": -156592.361,
  "homo_energy_ev": -1.45,
  "elements": ["Sc", "C", "C", "O", "C", "C", "C", "N", "N", "C", "O", "C", "C", "C", "C", "C", "C", "H", "H", "H", "H", "H", "H", "H", "H", "H", "H", "H", "H", "C", "S", "C", "O", "H", "H", "H", "H", "H", "H", "C", "N", "C", "C", "N", "C", "C", "Se", "H", "H", "H", "H", "H", "H", "H", "H", "O", "C", "C", "C", "O", "H", "H", "H", "H", "H", "H", "F", "C", "C", "N", "C", "C", "O", "O", "C", "O", "N", "C", "O", "H", "H", "H", "H"],
  "positions_angstrom": [[-0.12123, -0.64159, -0.11112], [1.39092, 5.57514, 1.93054], [1.00348, 4.22547, 1.30161], [0.80884, 4.23387, 0.08092], [0.85355, 3.15393, 2.22283], [0.55624, 1.78693, 1.98977], [-0.22841, 1.06354, 3.06198], [0.95525, 1.01054, 1.00815], [1.89961, 1.58967, 0.14604], [1.72084, 1.29914, -1.09713], [0.78828, 0.55523, -1.60803], [2.73455, 1.86327, -2.04413], [2.83103, 1.34504, -3.33006], [3.76824, 1.84381, -4.22630], [4.61316, 2.87674, -3.84596], [4.50887, 3.40990, -2.56424], [3.57571, 2.90980, -1.67064], [0.63826, 6.32015, 1.66252], [2.33721, 5.89662, 1.48919], [1.49886, 5.53687, 3.01605], [0.75643, 3.45845, 3.26058], [-0.17456, 1.61069, 4.00477], [0.14487, 0.04766, 3.19538], [-1.27940, 0.98173, 2.77957], [2.15512, 0.54351, -3.59872], [3.83833, 1.42548, -5.22438], [5.34224, 3.27199, -4.54474], [5.15178, 4.23155, -2.26768], [3.45329, 3.32664, -0.67975], [-3.44883, -3.20217, 2.47113], [-1.95252, -2.70178, 1.55171], [-0.82542, -3.55615, 2.65521], [-1.91502, -1.23035, 1.88212], [-3.38868, -2.83964, 3.49828], [-3.54879, -4.28939, 2.44840], [-4.30249, -2.74432, 1.97162], [-0.88468, -4.62315, 2.43415], [-1.09995, -3.34728, 3.69113], [0.15509, -3.17108, 2.38707], [4.77685, -2.88200, 5.26357], [5.00893, -1.57935, 4.69130], [5.91023, -0.62968, 5.13598], [5.79552, 0.43140, 4.31005], [4.83449, 0.12673, 3.37365], [4.36667, 0.99359, 2.30065], [4.33062, -1.11591, 3.59950], [3.04085, -1.96731, 2.63048], [5.44355, -3.01159, 6.11528], [4.95967, -3.65551, 4.51755], [3.73732, -2.97097, 5.57975], [6.54350, -0.79244, 5.98951], [6.30899, 1.37592, 4.30784], [4.91997, 1.92930, 2.34613], [3.30392, 1.18849, 2.40399], [4.51242, 0.51406, 1.33553], [0.23545, -2.26907, 0.45997], [-3.64001, -1.53761, -1.82265], [-3.27349, -0.24436, -1.19997], [-4.23249, 0.92342, -1.22491], [-2.21150, -0.07810, -0.62983], [-4.67212, -1.55456, -2.16745], [-3.45055, -2.34150, -1.10698], [-2.95723, -1.70354, -2.67224], [-5.15249, 0.70673, -1.76366], [-3.72629, 1.77585, -1.67864], [-4.45658, 1.19268, -0.19160], [-1.97879, 0.15294, -8.42812], [-1.35610, -0.94903, -7.96171], [-0.74825, -0.94413, -6.76592], [-0.08276, -2.03221, -6.27111], [0.48129, -1.94695, -4.91837], [-0.59184, -1.70933, -3.81794], [-1.68106, -1.23375, -4.22763], [-0.20413, -1.97498, -2.67624], [-0.06164, -3.22170, -6.95561], [0.48378, -4.23847, -6.57416], [-0.71811, -3.18617, -8.18075], [-1.38525, -2.13025, -8.78772], [-1.90482, -2.25450, -9.88401], [-0.76192, -0.07584, -6.12455], [1.15735, -1.08988, -4.89359], [1.05013, -2.84712, -4.71971], [-0.69807, -4.05427, -8.69321]],
  "lowdin_charge": [0.856, -0.070, -0.540, -0.035, -0.065, -0.365, -0.055, -0.046, 0.067, -0.476, -0.144, -0.122, -0.023, -0.106, -0.132, -0.108, -0.030, 0.060, 0.061, 0.047, 0.060, 0.063, 0.060, 0.065, 0.094, 0.088, 0.081, 0.086, 0.102, -0.284, 0.809, -0.263, -0.567, 0.039, 0.038, 0.031, 0.056, 0.052, -0.009, -0.075, -0.152, -0.080, -0.073, -0.131, -0.037, -0.764, 0.668, 0.079, 0.075, 0.078, 0.102, 0.110, 0.087, 0.065, 0.085, -0.631, 0.007, -0.427, 0.003, -0.009, 0.076, 0.084, 0.073, 0.068, 0.095, 0.091, 0.060, -0.189, 0.044, 0.013, -0.022, -0.661, -0.050, -0.011, -0.468, 0.065, 0.203, -0.424, 0.049, 0.151, 0.117, 0.121, 0.157]
}